(1)
ORCA calculation (ωB97M-V with the def2-TZVPD basis set) on C7H20BCsFNbO3 as an isolated structure in a non-equilibrium geometry.

Structure (XYZ):
```
34
Properties=species:S:1:pos:R:3:forces:R:3
C 2.13491 0.13344 2.13237 -0.11 0.65 0.54
C 0.84598 0.08741 3.17234 -0.49 -4.90 -3.74
C -0.32297 -1.00345 2.68045 -0.33 1.10 -0.25
C -1.21727 -0.16128 1.54499 0.66 -0.11 0.44
C -1.93896 -1.14723 0.45005 -0.56 0.66 0.62
Nb -0.92888 -0.89157 -1.62646 0.55 0.37 -3.95
O 0.12377 -0.63083 -3.43583 3.20 -0.91 3.27
B 1.57514 -0.85396 -3.28614 -0.52 -0.59 -0.85
O 2.23226 -1.97225 -4.04232 0.31 3.75 0.87
O 2.49710 -0.01143 -2.46150 -1.45 -2.71 -0.01
C -1.89191 1.18138 -1.70482 -0.83 2.23 1.35
C -0.76595 2.41480 -1.61466 -0.51 -0.61 0.17
F -2.72798 1.35560 -2.93288 1.37 -0.02 1.79
H 3.13436 -0.04712 2.73711 -2.03 0.31 -1.42
H 2.16850 1.23071 1.67873 0.16 -2.25 0.69
H 2.01461 -0.62454 1.24233 0.12 1.59 1.85
H 0.29600 1.14557 3.11562 1.11 -12.73 -7.74
H 1.18617 -0.19528 4.25573 -0.59 0.86 -1.73
H 0.15033 -1.98247 2.22311 -1.02 2.06 0.96
H -1.04801 -1.24874 3.57596 1.59 0.20 -1.69
H -0.42981 0.58774 1.05120 -1.73 -1.63 0.68
H -2.01009 0.54626 2.07732 1.45 -1.49 -0.68
H -3.03988 -0.74284 0.30285 2.07 -0.93 0.24
H -2.01056 -2.27514 0.77607 0.24 2.33 -0.28
H -2.38455 -1.57750 -2.48276 -0.38 -0.32 0.35
H -0.26945 -2.59621 -1.37629 -0.11 0.01 0.52
H 0.52342 -0.17439 -0.75835 0.37 -0.22 0.74
H 3.13643 -1.57116 -4.28413 -1.86 -1.16 0.74
H 2.68286 -0.59371 -1.65109 -0.34 1.36 -1.71
H -2.62435 1.37438 -0.79019 1.19 -0.26 -1.92
H 0.04548 2.07925 -0.82106 -1.49 0.67 -1.82
H -1.26723 3.38983 -1.19873 0.92 -1.65 -1.08
H -0.28621 2.56837 -2.67618 -0.84 -0.23 2.25
Cs 0.41678 2.20639 4.12716 -0.10 14.59 10.79
```
Positions in Å, forces in eV/Å.

Calculated values
E_HOMO   -7.4 eV
Strongest force on any atom   18.145 eV/Å
Total charge   0
E_LUMO   -0.0587 Eh

=====

(2)
ORCA calculation (ωB97M-V with the def2-TZVPD basis set) on one molecule with the formula C3H5ClFN in a non-equilibrium geometry.

Structure (XYZ):
```
11
Properties=species:S:1:pos:R:3:forces:R:3
F 1.03733 1.74105 -0.07481 -0.19 -0.23 -0.02
C 0.74615 0.42083 -0.00616 2.33 -0.35 0.59
Cl 2.51619 -0.42288 0.02387 -2.08 0.67 0.17
C -0.27060 0.03933 1.07141 -1.15 -0.93 1.15
N -1.19195 -0.44708 -0.06276 2.29 3.78 1.05
C -0.14477 -0.10258 -1.08090 -3.15 2.95 0.19
H 0.02153 -0.79131 1.79890 -0.08 1.09 -1.11
H -0.66935 0.90776 1.73138 0.64 -1.23 -1.44
H -1.66599 -1.28110 0.04647 -0.47 -2.12 -0.14
H -0.49449 0.79923 -1.74127 0.59 -1.54 1.05
H 0.11593 -0.86325 -1.70613 1.27 -2.09 -1.49
```
Positions in Å, forces in eV/Å.

Calculated values
E_HOMO   -9.3 eV
Energy above the lowest of the compared OMol25 structures with the same formula, charge and spin   19.2 kcal per mole
Strongest force on any atom   4.544 eV/Å
SMILES   FC1(Cl)CNC1
Total charge   0
E_LUMO   0.0322 Eh

=====

(3)
ORCA calculation (ωB97M-V with the def2-TZVPD basis set) on C18H33Cl3InN6O5S3Si as an isolated structure in a non-equilibrium geometry.

Structure (XYZ):
```
70
Properties=species:S:1:pos:R:3:forces:R:3
In 0.33132 -0.15457 0.62479 0.80 1.13 -0.06
C 3.10282 -0.22277 3.48389 -0.25 0.37 0.06
C 2.06282 0.92123 3.50599 0.11 -0.24 0.30
N 1.90782 1.56203 2.21409 -0.61 0.28 0.18
C 3.07392 2.24773 1.68099 0.05 -0.08 -0.48
C 3.23002 1.97283 0.17279 -0.01 0.20 0.18
N 2.97412 0.58683 -0.19791 -0.25 -0.03 -0.58
C 4.09532 -0.32617 -0.04231 0.20 -0.18 0.29
C 4.39042 -0.65457 1.43139 0.00 0.02 -0.47
N 3.16782 -0.88457 2.18999 0.13 -0.50 0.13
H 4.08562 0.17103 3.76629 -0.03 -0.11 -0.01
H 2.81812 -0.93667 4.26049 0.07 0.02 0.05
H 1.08822 0.49013 3.74399 0.12 0.17 0.14
H 2.34252 1.62573 4.30739 -0.08 -0.10 -0.07
H 1.12652 2.20923 2.27099 0.19 -0.13 -0.04
H 3.00492 3.33513 1.80899 0.07 -0.11 0.07
H 3.96472 1.91613 2.20869 0.02 0.05 0.11
H 2.49322 2.58263 -0.35191 0.03 0.02 -0.03
H 4.23272 2.29863 -0.14401 -0.07 0.03 -0.01
H 2.69102 0.57253 -1.17291 0.11 0.04 0.04
H 3.84742 -1.25657 -0.55921 -0.01 0.08 -0.06
H 5.02052 0.07673 -0.48891 -0.12 -0.10 -0.03
H 5.05372 -1.53087 1.45449 -0.02 0.16 0.01
H 4.95452 0.17333 1.86749 -0.08 -0.13 0.07
H 3.00852 -1.87697 2.29549 0.11 0.13 0.05
C -0.31668 -3.27877 4.42359 0.01 0.39 -0.48
S -0.56288 -2.37817 2.90629 -0.35 -0.93 0.35
O -1.66588 -2.89677 2.16939 -0.32 -0.09 0.27
O 0.76942 -2.77277 2.11289 -0.31 0.26 0.66
O -0.53538 -0.98257 3.17399 0.33 0.27 0.35
H -0.33498 -4.34177 4.22139 0.02 -0.16 -0.12
H -1.11448 -3.00347 5.10219 -0.19 0.08 0.02
H 0.63552 -2.96007 4.82599 0.20 0.00 0.11
O -2.89608 0.75833 -2.91381 0.25 0.60 -0.19
S -1.49608 1.23213 -3.04771 -0.64 -0.38 0.11
O -0.73828 0.42003 -3.95301 0.29 0.36 -0.12
N -0.83688 1.29923 -1.56651 -0.14 -0.09 -0.98
C -0.85408 2.55353 -1.13451 0.21 -0.02 0.62
S -0.39008 3.00313 0.37979 0.14 0.10 0.66
C -1.33388 3.54943 -2.09961 -0.20 0.48 -0.68
C -1.52698 4.90573 -1.88811 0.08 -0.22 -0.02
C -2.04898 5.66073 -2.92421 -0.01 0.04 0.02
C -2.37338 5.07823 -4.14361 0.03 -0.08 -0.05
C -2.17708 3.71923 -4.36011 -0.08 -0.10 -0.31
C -1.64938 2.98483 -3.32721 0.18 -0.31 0.67
H -1.28378 5.33813 -0.92851 0.01 0.02 0.03
H -2.21328 6.71623 -2.76911 -0.04 0.09 -0.06
H -2.79748 5.68453 -4.92901 0.00 0.05 -0.09
H -2.43358 3.25053 -5.29781 -0.06 0.03 -0.11
Cl 1.38502 -2.91147 -0.74981 0.37 -0.12 -0.66
Si 1.09862 -3.90207 0.95179 -0.23 0.34 0.26
Cl -0.42438 -5.16667 0.83259 -0.31 -0.78 -0.28
Cl 2.74842 -4.79377 1.61109 0.58 -0.29 0.06
N -4.00818 -1.45927 -2.41421 0.04 0.66 -0.30
C -4.22188 -1.35057 -0.95661 0.10 0.19 0.76
C -2.84718 -1.18167 -0.29781 -0.16 -0.07 0.08
N -1.92808 -2.25467 -0.62301 -0.07 -0.33 0.02
C -1.81238 -2.45157 -2.05471 -0.25 -0.06 -0.01
C -3.17298 -2.62677 -2.74231 0.62 -0.42 -0.17
H -3.45898 -0.52797 -2.70331 -0.54 -0.76 0.06
H -4.89378 -1.47467 -2.92051 0.13 -0.04 0.07
H -4.72798 -2.24717 -0.58371 0.01 0.07 -0.15
H -4.84078 -0.47467 -0.75791 -0.04 -0.07 -0.08
H -2.94588 -1.14617 0.78949 -0.12 0.13 -0.13
H -2.40908 -0.24447 -0.65121 -0.07 0.01 0.19
H -2.21658 -3.10737 -0.14941 0.14 0.09 -0.05
H -1.19288 -3.32777 -2.25261 -0.02 0.08 -0.07
H -1.31538 -1.57337 -2.47861 0.08 -0.14 -0.07
H -3.66978 -3.53627 -2.39051 -0.02 0.10 -0.06
H -3.03988 -2.67947 -3.82231 -0.11 0.02 -0.02
```
Positions in Å, forces in eV/Å.

Calculated values
E_HOMO   -9.8 eV
Energy above the lowest of the compared OMol25 structures with the same formula, charge and spin   31.1 kcal per mole
Strongest force on any atom   1.386 eV/Å
Total charge   +1
E_LUMO   -0.0868 Eh

=====

(4)
ORCA calculation (ωB97M-V with the def2-TZVPD basis set) on C2H5N2P as an isolated structure in a non-equilibrium geometry.

Structure (XYZ):
```
10
Properties=species:S:1:pos:R:3:forces:R:3
C -0.72318 0.81035 -1.01180 0.26 0.18 1.11
C 0.40960 -0.06685 -0.88224 2.25 0.83 0.93
N -1.01307 1.54024 0.01624 -1.21 0.51 -2.31
N -0.15233 1.36693 1.02518 0.66 -0.38 2.10
P 0.88524 0.16792 0.91651 0.58 0.44 -1.02
H 0.44713 -2.09380 2.37999 -1.49 0.19 -0.19
H -1.19974 0.82804 -1.93998 -1.35 0.52 -1.05
H 0.37424 -1.02937 -1.28515 -0.49 -1.63 -0.62
H 1.27775 0.38656 -1.45777 -0.54 -0.14 0.69
H -0.30564 -1.91003 2.23904 1.33 -0.51 0.35
```
Positions in Å, forces in eV/Å.

Calculated values
E_HOMO   -9.3 eV
Energy above the lowest of the compared OMol25 structures with the same formula, charge and spin   56.4 kcal per mole
Strongest force on any atom   2.658 eV/Å
Total charge   0
E_LUMO   -0.0140 Eh

=====

(5)
ORCA calculation (ωB97M-V with the def2-TZVPD basis set) on C48H52AsN4O5Ti as an isolated structure in a non-equilibrium geometry.

Structure (XYZ):
```
111
Properties=species:S:1:pos:R:3:forces:R:3
Ti -0.11640 0.76140 0.98895 -0.83 0.91 -1.36
O -4.15064 2.08246 -0.49624 0.14 -0.12 0.16
C -2.84666 1.98930 -0.35685 -0.21 0.09 -0.03
O -2.32012 1.34759 0.53764 0.17 -0.01 -0.12
C -2.10434 2.73168 -1.44398 0.01 0.00 0.07
O -0.71211 2.66074 -1.26189 0.01 -0.01 -0.05
C -0.15988 3.78910 -0.59896 0.02 0.04 -0.17
C -0.43620 3.74960 0.88983 -0.09 -0.81 0.70
O -0.84775 4.66928 1.52793 0.06 0.14 -0.04
O -0.17326 2.53638 1.44610 -0.03 0.85 -0.45
H -4.57784 1.47024 0.13238 -0.07 0.06 -0.08
H -2.36096 2.25640 -2.39376 0.03 -0.01 0.01
H -2.47466 3.76097 -1.47468 0.00 -0.01 -0.01
H 0.91886 3.74382 -0.76248 -0.01 0.03 0.05
H -0.54685 4.72371 -1.00749 0.01 -0.01 -0.01
C 3.56764 -1.22700 1.27176 0.02 -0.04 -0.03
C 3.85754 0.24760 1.36462 0.10 0.02 0.01
C 5.10928 0.74661 1.03937 0.02 0.03 -0.04
C 5.39985 2.09643 1.20488 -0.05 -0.04 0.01
C 4.44877 2.94264 1.74093 -0.01 0.03 -0.01
C 3.18075 2.48252 2.10829 0.07 0.21 -0.03
C 2.23691 3.43414 2.79947 0.04 -0.03 0.13
C 2.91042 1.14447 1.86876 -0.44 -0.40 0.03
N 1.60044 0.58596 2.19632 1.31 0.26 0.25
C 1.45622 0.07905 3.35346 -0.08 -0.19 0.31
C 2.50188 -0.01300 4.40792 -0.10 0.01 0.14
C 0.07043 -0.44981 3.61428 0.41 -0.05 0.32
C -0.22654 -1.05154 4.93971 0.12 0.03 0.16
N -0.74734 -0.30967 2.64503 -1.20 -0.82 0.90
C -2.07769 -0.87722 2.88438 0.55 0.03 -0.23
C -2.20392 -2.26471 2.77021 -0.12 -0.11 -0.04
C -1.06790 -3.17512 2.37343 0.04 0.03 0.01
C -3.42698 -2.82587 3.12053 -0.02 0.03 -0.05
C -4.47563 -2.02908 3.55765 0.03 0.03 -0.03
C -4.30849 -0.65752 3.65737 -0.02 0.01 -0.01
C -3.09420 -0.04924 3.33918 -0.20 0.03 0.04
C -2.92112 1.42593 3.58852 0.05 0.08 -0.03
H 4.32276 -1.73733 0.67457 0.01 0.03 0.00
H 2.59092 -1.43903 0.83524 -0.06 0.03 -0.05
H 3.58246 -1.69827 2.25912 0.00 0.03 0.00
H 5.86960 0.06648 0.67413 0.01 0.01 -0.01
H 6.37842 2.47877 0.94838 0.02 -0.01 0.00
H 4.68916 3.98448 1.91433 0.01 0.00 0.00
H 1.88927 4.22089 2.12897 0.07 0.00 0.00
H 2.76328 3.92534 3.61855 0.01 0.02 -0.02
H 1.34916 2.95376 3.20424 0.09 0.00 -0.01
H 3.47025 0.31754 4.04971 0.02 0.02 -0.01
H 2.57895 -1.03651 4.77828 -0.01 0.01 -0.01
H 2.21281 0.60868 5.26023 0.01 -0.01 0.00
H -0.07748 -0.28683 5.70830 0.02 -0.02 0.00
H 0.48553 -1.85039 5.15562 -0.02 0.00 0.00
H -1.23672 -1.43573 5.01982 0.01 0.02 -0.02
H -0.27029 -2.67115 1.82828 -0.02 0.04 0.00
H -1.42622 -3.97895 1.73211 -0.04 -0.02 0.02
H -0.62653 -3.64395 3.25740 0.01 0.03 0.00
H -3.54784 -3.89999 3.05270 -0.03 0.00 0.01
H -5.41982 -2.48009 3.83213 0.00 0.00 0.00
H -5.12094 -0.03837 4.01867 0.00 -0.01 0.01
H -3.66753 2.00442 3.04315 -0.02 -0.02 0.00
H -1.94524 1.81638 3.30180 -0.03 -0.06 -0.02
H -3.06686 1.64362 4.64806 0.00 -0.02 0.00
N 1.28848 0.68461 -0.56058 0.13 -0.01 -0.31
C 2.10863 0.95012 -1.33780 0.33 0.02 0.00
N 3.02346 1.25504 -2.20069 -0.17 0.00 0.01
C 4.24071 0.41564 -2.35448 -0.17 0.25 0.07
C 4.15905 -0.31787 -3.67979 0.01 -0.05 -0.01
C 3.83192 0.64323 -4.84736 -0.03 -0.02 -0.02
C 3.69962 2.09895 -4.40125 0.02 0.13 -0.02
C 2.71798 2.27275 -3.25303 0.02 -0.24 0.12
H 4.29077 -0.25412 -1.49992 -0.02 -0.06 -0.01
H 5.09849 1.08542 -2.29338 0.03 -0.05 -0.02
H 3.38641 -1.08610 -3.59997 0.02 -0.02 0.00
H 5.10082 -0.84250 -3.84482 0.01 0.03 -0.03
H 2.90266 0.33124 -5.32713 -0.02 -0.01 0.01
H 4.60088 0.57864 -5.61514 0.00 0.01 -0.01
H 3.34927 2.72093 -5.22553 0.03 -0.02 -0.03
H 4.67196 2.50513 -4.11502 0.00 -0.04 0.02
H 1.68807 2.11103 -3.57851 0.01 0.02 -0.04
H 2.79766 3.26469 -2.80797 0.00 0.03 -0.03
C 0.08305 -5.46913 -1.38867 0.00 0.02 0.00
C 1.00492 -4.44408 -1.21588 -0.02 0.02 0.01
C 0.56450 -3.13936 -1.04023 0.04 -0.11 0.02
C -0.79785 -2.86110 -1.04236 -0.15 -0.10 -0.03
C -1.72188 -3.88288 -1.22200 0.07 -0.14 -0.01
C -1.27586 -5.18842 -1.39498 -0.02 0.06 0.03
As -1.35828 -1.03146 -0.82273 0.35 -0.07 0.04
C -1.27937 -0.44309 -2.67375 0.00 -0.07 0.14
C -0.16724 -0.20568 -3.46660 0.00 -0.06 -0.05
C -0.34388 0.14493 -4.79828 -0.04 0.03 -0.01
C -1.62435 0.25343 -5.33135 0.05 -0.01 0.03
C -2.73294 -0.00873 -4.54386 -0.03 0.01 0.01
C -2.56509 -0.36543 -3.20891 -0.17 0.03 -0.07
C -3.66645 -0.67610 -2.26870 -0.08 0.07 -0.12
C -5.02408 -0.57495 -2.56195 0.04 0.02 -0.04
C -5.96402 -0.82919 -1.57721 0.00 -0.01 0.03
C -5.56179 -1.17719 -0.28998 0.01 0.01 -0.01
C -4.20977 -1.28475 0.01261 -0.15 0.02 -0.18
C -3.27409 -1.05132 -0.98318 0.06 -0.02 -0.02
H 0.42384 -6.48658 -1.52430 0.01 0.00 0.00
H 2.06492 -4.66253 -1.21743 0.00 0.00 -0.01
H 1.29203 -2.34357 -0.91203 -0.01 0.03 0.02
H -2.78435 -3.67289 -1.23116 0.00 0.02 -0.01
H -1.99419 -5.98479 -1.53808 0.01 -0.01 0.00
H 0.83633 -0.32570 -3.07847 -0.03 0.00 0.04
H 0.51610 0.32394 -5.43017 0.01 0.00 -0.01
H -1.75729 0.52411 -6.36991 0.01 0.00 -0.01
H -3.72300 0.05316 -4.97652 0.01 0.00 0.00
H -5.35263 -0.28825 -3.55231 -0.01 0.00 0.01
H -7.01686 -0.75112 -1.81278 -0.01 0.00 0.02
H -6.29997 -1.37229 0.47749 -0.01 0.00 -0.01
H -3.90587 -1.54787 1.00968 0.07 -0.06 0.15
```
Positions in Å, forces in eV/Å.

Calculated values
E_HOMO (spin up / spin down)   -13.2 / -13.2 eV
Energy above the lowest of the compared OMol25 structures with the same formula, charge and spin   8.4 kcal per mole
Strongest force on any atom   1.831 eV/Å
2S+1   2
Total charge   +2
E_LUMO (spin up / spin down)   -0.2358 / -0.2347 Eh

=====

(6)
ORCA calculation (ωB97M-V with the def2-TZVPD basis set) on one molecule with the formula CH3ClN2O2 in a non-equilibrium geometry.

Structure (XYZ):
```
9
Properties=species:S:1:pos:R:3:forces:R:3
O -0.51716 -1.28693 -1.12113 0.11 -0.14 -0.57
N -0.80783 -0.87503 -0.02912 -0.13 -0.17 0.10
O -1.44774 -1.45997 0.81186 -0.25 -0.29 0.23
C -0.38329 0.47166 0.34048 4.21 2.12 -0.79
N 1.15352 0.89445 -0.25372 -3.54 -1.00 1.12
Cl 2.28340 -0.35058 0.18557 -0.22 0.14 -0.07
H -0.28625 0.55869 1.41752 -0.15 -0.19 -0.12
H -1.03129 1.23378 -0.08410 -0.15 -0.25 -0.07
H 1.03664 0.81394 -1.26737 0.13 -0.21 0.18
```
Positions in Å, forces in eV/Å.

Calculated values
E_HOMO   -10.3 eV
Energy above the lowest of the compared OMol25 structures with the same formula, charge and spin   52.7 kcal per mole
Strongest force on any atom   4.778 eV/Å
SMILES   O=[N+]([O-])CNCl
Total charge   0
E_LUMO   -0.0106 Eh